w.
The following is a DFT calculation (wB97M-V/def2-TZVPD) of an isolated molecule of C4H5N.

Geometry as XYZ:
```
10
C4H5N wB97M-V/def2-TZVPD
C -2.137 0.264 -0.177
C -1.113 -0.338 0.141
C 0.251 -0.413 0.561
C 1.270 0.731 0.097
N 1.140 -0.343 -0.667
H -3.120 0.442 -0.310
H 0.892 -0.885 1.523
H 2.273 0.859 0.712
H 0.664 1.699 -0.123
H 1.686 -1.176 -0.860
```

## Properties
SMILES ... C#C[C@@H]1CN1
HOMO energy ... -9.03 eV
Molar mass ... 67.09 g mol⁻¹
Orbital gap ... 10.12 eV

x.
The following is a DFT calculation (wB97M-V/def2-TZVPD) of an isolated molecule of C4H5N.

Geometry as XYZ:
```
10
C4H5N wB97M-V/def2-TZVPD
N 2.797 -0.246 -0.483
C 1.734 -0.189 -0.030
C 0.397 -0.140 0.517
C -0.863 -0.516 -0.267
C -0.558 0.906 -0.005
H 0.218 -0.797 1.344
H -1.622 -0.935 0.396
H -0.738 -0.999 -1.221
H -1.192 1.510 0.638
H -0.174 1.406 -0.890
```

## Properties
SMILES ... N#CC1CC1
HOMO energy ... -10.45 eV
Molar mass ... 67.09 g mol⁻¹
Orbital gap ... 11.40 eV

The energetic minimum among the shown structures is x; the next structure lies 80.6 kcal/mol above.